{
  "formula": "C34H26Cl2N5O4Pt",
  "method": "wB97M-V/def2-TZVPD",
  "e_above_lowest_ev": 3.5251,
  "orbital_gap_ha": [0.173, 0.173],
  "charge": 1,
  "e_homo_ev": [-10.19, -10.20],
  "elements": ["Pt", "N", "C", "C", "C", "C", "C", "C", "C", "C", "N", "C", "H", "H", "H", "H", "H", "H", "H", "H", "Cl", "C", "C", "C", "Cl", "C", "O", "C", "C", "O", "C", "H", "H", "H", "N", "C", "C", "C", "C", "C", "C", "C", "C", "C", "C", "C", "C", "C", "H", "H", "H", "H", "H", "H", "H", "H", "H", "H", "C", "N", "C", "C", "C", "O", "N", "C", "O", "H", "H", "H", "H", "H"],
  "xyz": [[-0.6093, -1.1401, -0.0244], [-2.9693, 0.5362, 1.7424], [-3.0719, 1.6164, 0.9275], [-3.5878, 2.8071, 1.4256], [-3.8132, 3.9148, 0.6110], [-3.5406, 3.8606, -0.7292], [-2.9848, 2.6929, -1.2835], [-2.7050, 2.5954, -2.6642], [-2.1788, 1.4486, -3.1751], [-1.8494, 0.4139, -2.2929], [-2.0808, 0.4677, -0.9999], [-2.6936, 1.5672, -0.4615], [-3.1860, 0.6281, 2.7172], [-2.5735, -0.3282, 1.4436], [-3.8330, 2.8551, 2.4795], [-4.2219, 4.8171, 1.0454], [-3.7450, 4.7029, -1.3767], [-2.9253, 3.4389, -3.3063], [-1.9791, 1.3286, -4.2293], [-1.4030, -0.4953, -2.6677], [-4.0811, -7.6179, 1.0371], [-3.3952, -6.0404, 1.0904], [-3.2053, -5.4127, 2.3302], [-2.6661, -4.1532, 2.3926], [-2.4338, -3.3769, 3.9065], [-2.3291, -3.4114, 1.2183], [-1.9460, -2.1946, 1.3334], [-2.4891, -4.1057, -0.0204], [-2.0861, -3.5082, -1.2384], [-1.6829, -2.3433, -1.4173], [-3.0211, -5.4064, -0.0617], [-3.4779, -5.9353, 3.2365], [-2.1427, -4.1609, -2.1191], [-3.1415, -5.8999, -1.0179], [0.2879, 0.0257, 1.2803], [1.3417, 0.6981, 1.4413], [2.4021, 0.2666, 2.3869], [2.8090, -1.0662, 2.3901], [3.8428, -1.4632, 3.2210], [4.4484, -0.5433, 4.0657], [4.0167, 0.7771, 4.0878], [3.0000, 1.1890, 3.2447], [1.5425, 1.9781, 0.7137], [2.8265, 2.3654, 0.3280], [2.9968, 3.5431, -0.3787], [1.8994, 4.3336, -0.6953], [0.6221, 3.9411, -0.3216], [0.4404, 2.7645, 0.3817], [2.3322, -1.7733, 1.7208], [4.1729, -2.4930, 3.2116], [5.2586, -0.8569, 4.7101], [4.4771, 1.4855, 4.7629], [2.6683, 2.2188, 3.2567], [3.6773, 1.7432, 0.5696], [3.9899, 3.8513, -0.6767], [2.0422, 5.2616, -1.2325], [-0.2330, 4.5548, -0.5727], [-0.5458, 2.4600, 0.7043], [2.9369, 0.7361, -4.1060], [2.5176, -0.2290, -3.0971], [3.1639, -1.4093, -2.9171], [2.7826, -2.3158, -1.9902], [1.6353, -2.0043, -1.1974], [1.1458, -2.7227, -0.2952], [0.9976, -0.8294, -1.4326], [1.3671, 0.0958, -2.3626], [0.7707, 1.1340, -2.5704], [3.9596, 0.5273, -4.4070], [2.8652, 1.7380, -3.6904], [2.2767, 0.6900, -4.9724], [4.0101, -1.5862, -3.5672], [3.3041, -3.2475, -1.8457]],
  "lowdin_charge": [1.50, 0.15, -0.26, -0.02, -0.07, -0.05, -0.16, 0.02, -0.03, -0.15, 0.08, -0.15, 0.11, 0.02, 0.12, 0.11, 0.12, 0.13, 0.12, 0.09, 0.71, -0.67, -0.09, -0.57, 0.75, -0.35, -0.20, -0.12, -0.12, -0.13, -0.05, 0.12, 0.15, 0.12, 0.07, -0.28, -0.18, -0.01, -0.06, -0.06, -0.06, -0.02, -0.18, -0.03, -0.06, -0.06, -0.05, -0.01, 0.10, 0.11, 0.11, 0.11, 0.13, 0.12, 0.11, 0.11, 0.11, 0.10, 0.00, -0.04, -0.03, 0.03, -0.51, -0.05, 0.08, -0.49, 0.07, 0.10, 0.09, 0.10, 0.14, 0.12]
}

{
  "formula": "C48H46N5O6PRbS2",
  "method": "wB97M-V/def2-TZVPD",
  "e_above_lowest_ev": 0.5032,
  "orbital_gap_ha": 0.186,
  "charge": -1,
  "e_homo_ev": -3.77,
  "elements": ["Rb", "C", "C", "C", "C", "C", "C", "H", "H", "H", "H", "H", "H", "C", "C", "C", "C", "C", "C", "P", "C", "C", "C", "C", "C", "C", "C", "C", "C", "C", "C", "C", "H", "H", "H", "H", "H", "H", "H", "H", "H", "H", "H", "H", "H", "H", "C", "C", "C", "C", "C", "C", "C", "S", "O", "O", "N", "C", "C", "C", "C", "C", "C", "C", "C", "N", "C", "H", "H", "H", "H", "H", "H", "H", "H", "H", "H", "H", "H", "H", "C", "C", "S", "O", "O", "C", "C", "N", "C", "N", "C", "C", "N", "O", "O", "C", "H", "H", "H", "H", "H", "H", "H", "H", "H", "H", "H", "H", "H"],
  "xyz": [[-1.0136, -0.7031, 0.5841], [-1.5225, -2.8231, -4.2577], [-0.3778, -3.6025, -4.2145], [-0.1454, -4.4344, -3.1303], [-1.0673, -4.4964, -2.0946], [-2.2172, -3.7202, -2.1416], [-2.4369, -2.8709, -3.2165], [-1.6926, -2.1534, -5.0911], [0.3394, -3.5568, -5.0246], [0.7504, -5.0411, -3.0968], [-0.8913, -5.1537, -1.2525], [-2.9496, -3.7704, -1.3455], [-3.3111, -2.2352, -3.2325], [1.9279, 1.6979, -3.1835], [1.1033, 2.8157, -3.0820], [-0.2444, 2.6616, -2.8186], [-0.8034, 1.3925, -2.6349], [0.0409, 0.2899, -2.7233], [1.3943, 0.4349, -3.0049], [-2.5970, 1.0858, -2.2497], [-3.3477, 2.1028, -3.5836], [-4.6256, 2.6413, -3.4189], [-5.2652, 3.2924, -4.4597], [-4.6450, 3.4200, -5.6921], [-3.3787, 2.8828, -5.8733], [-2.7419, 2.2285, -4.8324], [-2.9219, 2.0403, -0.7315], [-2.8478, 3.4407, -0.7373], [-3.0737, 4.1432, 0.4248], [-3.3769, 3.4235, 1.5806], [-3.4476, 2.0464, 1.5448], [-3.2233, 1.2505, 0.3965], [2.9836, 1.8246, -3.3925], [1.5170, 3.8083, -3.2085], [-0.8787, 3.5359, -2.7571], [-0.3621, -0.7029, -2.5663], [2.0221, -0.4460, -3.0734], [-5.1165, 2.5525, -2.4588], [-6.2535, 3.7074, -4.3037], [-5.1426, 3.9351, -6.5034], [-2.8803, 2.9721, -6.8306], [-1.7500, 1.8220, -4.9920], [-2.6435, 3.9844, -1.6531], [-3.0185, 5.2254, 0.4411], [-3.5585, 3.9564, 2.5082], [-3.6938, 1.5505, 2.4822], [-3.6319, 3.3385, 7.0150], [-2.6967, 2.5111, 6.1863], [-1.3784, 2.9155, 5.9850], [-0.5225, 2.1789, 5.1884], [-0.9762, 1.0236, 4.5687], [-2.2789, 0.6036, 4.7638], [-3.1292, 1.3432, 5.5735], [0.1313, 0.1358, 3.4769], [0.1252, 0.8906, 2.2333], [1.4091, 0.1006, 4.1686], [-0.5135, -1.2458, 3.1548], [-0.5663, -2.2816, 4.0350], [-0.1676, -2.2633, 5.3613], [-0.3009, -3.3958, 6.1824], [-0.8247, -4.5677, 5.7123], [-1.2402, -4.6396, 4.3617], [-1.7836, -5.8216, 3.8104], [-2.1688, -5.8411, 2.5020], [-2.0030, -4.6609, 1.7476], [-1.5056, -3.5485, 2.2168], [-1.1179, -3.5127, 3.5176], [-3.1210, 3.7885, 7.8666], [-4.4589, 2.7381, 7.3936], [-4.0588, 4.1495, 6.4220], [-1.0190, 3.8202, 6.4606], [0.5031, 2.4905, 5.0445], [-2.6277, -0.2944, 4.2703], [-4.1488, 1.0073, 5.7196], [0.2745, -1.3695, 5.7744], [0.0258, -3.3204, 7.2130], [-0.9272, -5.4403, 6.3454], [-1.8869, -6.6974, 4.4413], [-2.5903, -6.7236, 2.0409], [-2.3104, -4.6530, 0.7060], [5.8691, 2.4338, -4.1169], [7.0386, 1.8861, -3.3309], [6.6654, 1.4843, -1.6297], [7.9016, 1.0762, -1.0151], [5.9207, 2.5797, -1.0635], [5.5836, 0.0638, -1.7068], [5.1694, -0.3649, -0.3052], [3.9447, -1.1446, -0.3693], [2.6994, -0.6274, -0.1791], [1.7596, -1.5386, -0.3422], [2.3901, -2.7012, -0.6350], [3.7440, -2.4831, -0.6756], [4.7523, -3.4071, -1.0201], [4.4103, -4.5559, -1.2055], [5.9044, -3.0173, -1.1422], [2.4351, 0.7863, 0.1805], [6.2225, 2.8018, -5.0793], [5.3943, 3.2539, -3.5812], [5.1220, 1.6650, -4.3140], [7.8449, 2.6160, -3.2353], [7.4721, 0.9922, -3.7797], [6.1110, -0.7402, -2.2161], [4.7018, 0.3516, -2.2822], [4.9594, 0.5070, 0.3146], [5.9510, -0.9489, 0.1696], [1.8684, -3.6214, -0.8227], [3.1354, 1.4718, -0.2985], [2.4700, 0.9201, 1.2631], [1.4294, 1.0478, -0.1405]],
  "lowdin_charge": [0.78, -0.10, -0.10, -0.10, -0.10, -0.09, -0.09, 0.10, 0.10, 0.10, 0.09, 0.10, 0.10, -0.10, -0.07, -0.08, -0.36, -0.13, -0.10, 1.07, -0.38, -0.10, -0.10, -0.11, -0.10, -0.11, -0.50, -0.15, -0.12, -0.12, -0.19, -0.24, 0.07, 0.10, 0.10, 0.07, 0.10, 0.11, 0.10, 0.09, 0.09, 0.10, 0.08, 0.09, 0.09, 0.06, -0.06, -0.28, -0.04, -0.05, -0.26, -0.06, -0.04, 0.52, -0.50, -0.32, -0.26, -0.29, -0.03, -0.09, -0.07, -0.17, -0.03, -0.06, -0.15, 0.11, -0.16, 0.07, 0.07, 0.08, 0.11, 0.12, 0.12, 0.11, 0.10, 0.10, 0.10, 0.11, 0.10, 0.08, -0.12, -0.30, 0.64, -0.31, -0.31, -0.20, -0.13, 0.05, -0.32, 0.09, -0.01, -0.14, -0.35, 0.08, 0.06, 0.02, 0.08, 0.08, 0.06, 0.11, 0.10, 0.10, 0.10, 0.12, 0.13, 0.12, 0.08, 0.09, 0.07]
}

{
  "formula": "C35H29ClIrN3O5PSTe",
  "method": "wB97M-V/def2-TZVPD",
  "e_above_lowest_ev": 0.8859,
  "orbital_gap_ha": [0.296, 0.187],
  "charge": 2,
  "spin_multiplicity": 6,
  "e_homo_ev": [-13.63, -13.99],
  "elements": ["Ir", "O", "C", "O", "C", "C", "C", "C", "C", "C", "P", "C", "C", "C", "C", "C", "C", "C", "C", "C", "C", "C", "C", "H", "H", "H", "H", "H", "H", "H", "H", "H", "H", "H", "H", "H", "H", "S", "C", "C", "N", "C", "H", "H", "H", "O", "N", "O", "O", "Cl", "C", "C", "C", "C", "N", "C", "H", "H", "H", "H", "C", "Te", "C", "C", "C", "C", "C", "C", "C", "H", "H", "H", "H", "H", "H", "H", "H"],
  "xyz": [[-0.0124, 0.2702, 0.0797], [2.1265, -2.4660, 2.0876], [1.0129, -1.9889, 2.0831], [0.2620, -1.6918, 1.1148], [0.4073, -1.6610, 3.4711], [0.7023, -2.5461, 4.4963], [0.2452, -2.2795, 5.7769], [-0.4842, -1.1281, 6.0243], [-0.7736, -0.2481, 4.9997], [-0.3383, -0.5126, 3.6981], [-0.8080, 0.7000, 2.4091], [-0.3427, 2.3204, 3.0851], [-1.1622, 3.0429, 3.9517], [-0.7189, 4.2509, 4.4596], [0.5206, 4.7571, 4.1003], [1.3294, 4.0500, 3.2237], [0.8999, 2.8366, 2.7211], [-2.6095, 0.6514, 2.3856], [-3.3034, 1.7992, 1.9968], [-4.6842, 1.7868, 1.9621], [-5.3769, 0.6325, 2.3022], [-4.6870, -0.5192, 2.6534], [-3.3044, -0.5226, 2.6827], [1.2925, -3.4233, 4.2839], [0.4809, -2.9675, 6.5730], [-0.8275, -0.9162, 7.0266], [-1.3477, 0.6457, 5.1982], [-2.1416, 2.6757, 4.2233], [-1.3493, 4.8107, 5.1338], [0.8522, 5.7064, 4.4920], [2.2866, 4.4492, 2.9257], [1.5223, 2.2839, 2.0310], [-2.7531, 2.6859, 1.7222], [-5.2188, 2.6744, 1.6648], [-6.4557, 0.6309, 2.2860], [-5.2311, -1.4169, 2.9060], [-2.7627, -1.4207, 2.9462], [-4.1517, -1.8380, -0.9276], [-2.8772, -2.9894, -0.9125], [-1.6761, -2.3601, -0.8809], [-1.7516, -0.9996, -0.8650], [-2.9919, -0.5895, -0.8926], [-3.0738, -4.0429, -0.9327], [-0.7141, -2.8412, -0.8431], [-3.2821, 0.4435, -0.8969], [-1.7074, 3.0514, -2.3010], [-1.1818, 2.3044, -1.5425], [-0.2322, 1.5509, -1.9221], [-1.5099, 2.1790, -0.3506], [5.0062, 0.7108, 2.7949], [4.1390, 1.1675, 1.3936], [4.4902, 2.2823, 0.6359], [3.7344, 2.5844, -0.4841], [2.6155, 1.8191, -0.7730], [2.2540, 0.7781, -0.0204], [3.0207, 0.4281, 1.0081], [5.3384, 2.8876, 0.9147], [3.9911, 3.4190, -1.1172], [1.9899, 2.0478, -1.6229], [2.7650, -0.4655, 1.5567], [-0.0968, 0.2358, -4.5228], [0.6422, -0.9965, -2.9341], [2.2548, -1.3709, -4.3223], [1.9607, -0.6659, -5.6043], [2.8077, -0.7728, -6.7005], [2.4898, -0.1301, -7.8831], [1.3266, 0.6344, -7.9819], [0.4816, 0.7507, -6.8946], [0.7925, 0.1025, -5.7042], [-0.1350, 1.2687, -4.1715], [-1.1245, -0.0574, -4.7414], [2.3597, -2.4497, -4.4700], [3.1957, -1.0228, -3.8870], [3.7017, -1.3721, -6.6192], [3.1412, -0.2275, -8.7366], [1.0843, 1.1312, -8.9091], [-0.4224, 1.3342, -6.9657]],
  "mulliken_spin": [2.49, 0.05, 0.05, 0.26, 0.00, 0.00, 0.00, 0.00, 0.02, -0.03, 0.47, 0.00, 0.01, 0.00, 0.01, 0.00, -0.02, 0.08, 0.02, -0.01, 0.03, -0.01, 0.03, 0.00, 0.00, 0.00, 0.00, 0.00, 0.00, 0.00, 0.00, -0.01, 0.00, 0.00, 0.00, 0.00, 0.00, 0.01, 0.01, 0.00, 0.13, 0.01, 0.00, 0.00, 0.01, 0.02, 0.02, 0.08, 0.12, 0.00, 0.00, 0.01, 0.03, 0.06, 0.07, 0.00, 0.00, 0.00, -0.04, 0.02, -0.02, 0.92, -0.02, 0.02, 0.01, 0.00, 0.00, 0.01, 0.02, 0.01, 0.01, 0.02, 0.02, 0.00, 0.00, 0.00, 0.00]
}

{
  "formula": "C30H37MoO5",
  "method": "wB97M-V/def2-TZVPD",
  "orbital_gap_ha": [0.108, 0.157],
  "charge": -1,
  "spin_multiplicity": 3,
  "e_homo_ev": [-0.86, -2.19],
  "elements": ["C", "C", "C", "C", "H", "H", "C", "H", "H", "C", "H", "H", "C", "C", "C", "O", "O", "O", "O", "C", "H", "H", "H", "C", "H", "H", "H", "O", "H", "H", "C", "C", "H", "H", "H", "H", "H", "H", "Mo", "C", "C", "C", "H", "C", "C", "H", "H", "H", "H", "C", "C", "C", "H", "C", "C", "H", "H", "H", "H", "C", "C", "C", "C", "C", "C", "C", "H", "H", "H", "H", "H", "H", "H"],
  "xyz": [[-3.8569, -1.5991, -1.4767], [-2.9625, -0.3663, -1.6183], [-2.9414, -2.7557, -0.9618], [-1.4960, -2.3094, -1.2571], [-3.2011, -3.6853, -1.4869], [-3.1249, -2.8880, 0.1110], [-1.5985, -0.9546, -1.9862], [-2.9262, 0.1256, -0.6317], [-3.3581, 0.3307, -2.3756], [-0.4420, -0.1175, -1.5065], [-1.5660, -1.1056, -3.0722], [-1.0146, -3.0470, -1.9176], [-0.4954, -2.0046, -0.0764], [-5.0315, -1.3205, -0.5517], [-4.6279, -1.8812, -2.7665], [-4.8787, -2.9768, -3.2361], [-5.0015, -0.5642, 0.4080], [-6.1264, -2.0157, -0.9050], [-5.0293, -0.7331, -3.3480], [-5.9298, -0.9193, -4.4436], [-6.3294, 0.0721, -4.6514], [-6.7272, -1.6136, -4.1515], [-5.3972, -1.3174, -5.3169], [-7.2533, -1.7896, -0.0555], [-7.0062, -2.0236, 0.9878], [-8.0251, -2.4631, -0.4357], [-7.5868, -0.7467, -0.1228], [-0.0160, -0.5868, -0.2252], [-0.6655, 0.9531, -1.4021], [0.4051, -0.2526, -2.1978], [0.7282, -2.9096, -0.1951], [-1.0808, -2.1002, 1.3213], [-1.4120, -3.1251, 1.5388], [-1.9245, -1.4084, 1.4321], [-0.3050, -1.8266, 2.0505], [1.4431, -2.6995, 0.6121], [1.2351, -2.7611, -1.1589], [0.4378, -3.9683, -0.1224], [2.1303, 1.7051, 0.5406], [4.0742, 2.2133, -0.5453], [3.3888, 1.1374, -1.2064], [2.1472, 1.6583, -1.7160], [3.7763, 0.1301, -1.3631], [2.0398, 3.0288, -1.3021], [3.2329, 3.3628, -0.5610], [3.4876, 4.3295, -0.1442], [5.0923, 2.1989, -0.1799], [1.5158, 1.1716, -2.4469], [1.2564, 3.7275, -1.5730], [1.1300, 1.8464, 3.0519], [1.8135, 3.0562, 2.7105], [1.1988, 3.5895, 1.5286], [2.5988, 3.5454, 3.2910], [0.1729, 2.6613, 1.0922], [0.1449, 1.5807, 2.0558], [-0.5970, 0.7816, 2.0684], [1.2788, 1.2878, 3.9656], [1.3582, 4.5971, 1.1444], [-0.5253, 2.8025, 0.2669], [3.1852, 0.0378, 1.7113], [4.4931, 0.5123, 2.1618], [5.6672, 0.3110, 1.3921], [6.8846, 0.8200, 1.8039], [6.9972, 1.4781, 3.0406], [5.8456, 1.6755, 3.8193], [4.6161, 1.1991, 3.3916], [2.5103, -0.2530, 2.5241], [3.2181, -0.6814, 0.8801], [5.5902, -0.2417, 0.4429], [7.7651, 0.7139, 1.1615], [7.9684, 1.8013, 3.4107], [5.9097, 2.2167, 4.7658], [3.7230, 1.3533, 4.0077]],
  "mulliken_spin": [0.00, 0.00, 0.00, 0.00, 0.00, 0.00, 0.01, 0.00, 0.00, 0.01, 0.00, 0.00, 0.00, 0.00, 0.00, 0.00, 0.00, 0.00, 0.00, 0.00, 0.00, 0.00, 0.00, 0.00, 0.00, 0.00, 0.00, -0.03, 0.01, 0.00, -0.01, 0.00, 0.00, 0.00, 0.01, 0.00, 0.00, 0.00, 1.74, -0.12, 0.04, 0.07, 0.03, 0.00, -0.04, 0.01, 0.00, -0.03, 0.04, 0.23, -0.09, 0.08, -0.02, -0.08, 0.14, 0.01, -0.02, 0.01, 0.01, 0.06, -0.04, 0.00, 0.00, 0.00, 0.00, 0.00, 0.00, -0.03, 0.00, 0.00, 0.00, 0.00, -0.01]
}